Record 1
9 unconnected molecules or ions with the total composition C19H47N18O15P2S in a non-equilibrium geometry, computed with ωB97M-V/def2-TZVPD.

Structure (XYZ):
```
102
Properties=species:S:1:pos:R:3:mulliken_charge:R:1
C 1.36745 1.41630 2.11336 0.17
C 0.62931 0.49029 1.89273 -2.29
C -0.16565 -0.45056 1.11719 1.20
C 0.31261 -1.77141 0.89298 0.16
S 1.92496 -2.34813 1.53686 1.82
C 2.72658 -3.58471 0.48596 -0.27
O 1.63665 -2.93895 2.82451 -0.71
O 2.88624 -1.28755 1.74216 -0.73
C -0.54393 -2.63702 0.17386 0.87
C -0.24421 -4.11597 -0.13918 -0.72
O 0.15878 -4.37703 -1.23194 -0.66
O -0.47748 -5.08987 0.80448 -0.25
P -2.09207 -5.15458 1.22653 0.70
N -2.53535 -3.93937 2.06104 -0.38
O -2.96053 -5.20256 -0.16146 -0.49
O -2.37418 -6.51293 2.08770 -0.52
C -1.79334 -2.16371 -0.28960 0.04
C -2.18959 -0.85974 -0.03194 0.10
P -3.89362 -0.40437 -0.66197 0.46
O -3.82508 -0.20871 -2.13012 -0.65
N -1.36888 -0.03649 0.65920 0.15
C -1.77215 1.36275 0.94784 -1.30
C -2.26316 1.51456 2.44769 -1.12
H 2.01100 2.22810 2.42800 0.72
H 2.28256 -3.66629 -0.52065 -0.58
H 2.53346 -4.56607 0.97362 0.41
H 3.82467 -3.48219 0.44821 0.57
H -2.90238 -4.24267 2.97012 0.26
H -2.70495 -5.99192 -0.67868 0.35
H -3.33092 -6.67315 2.07132 0.33
H -2.46682 -2.84369 -0.83156 0.54
H -4.36423 0.77330 -0.00918 0.09
H -4.79094 -1.43854 -0.27076 0.17
H -2.62548 1.68916 0.32956 0.86
H -0.96444 2.08045 0.70616 0.29
H -1.42202 1.46967 3.16155 0.38
H -2.84778 2.44159 2.54053 0.38
H -2.86935 0.60191 2.64289 0.34
C 5.98559 -2.89904 -1.88742 0.70
O 5.10223 -3.70848 -1.65637 -0.57
N 5.88018 -1.58336 -1.54428 -0.36
N 7.15081 -3.24140 -2.50709 -0.44
H 6.59277 -0.90214 -1.72377 0.15
H 5.03422 -1.29522 -1.08600 0.19
H 7.26298 -4.20251 -2.77328 0.22
H 7.88828 -2.59252 -2.70571 0.15
C -4.94563 4.51543 0.97401 0.58
O -4.27173 3.48887 0.90069 -0.57
N -4.79825 5.54807 0.11362 -0.26
N -5.89824 4.69145 1.93395 -0.39
H -5.33731 6.39176 0.15709 0.14
H -4.10670 5.45603 -0.60748 0.15
H -6.03382 3.94400 2.58945 0.21
H -6.45990 5.51749 2.01500 0.17
C 1.61968 5.20339 2.10984 0.58
O 0.75024 4.35642 2.29733 -0.64
N 1.46221 6.50185 2.48008 -0.39
N 2.81402 4.92790 1.51848 -0.16
H 2.15987 7.20923 2.33529 0.17
H 0.59571 6.75164 2.92054 0.21
H 2.97702 3.98363 1.22476 0.16
H 3.52965 5.62416 1.36527 0.24
C -4.07136 7.68325 -3.04670 0.62
O -4.34158 7.34388 -1.90304 -0.64
N -3.35250 8.80540 -3.32541 -0.40
N -4.46768 6.96672 -4.13543 -0.37
H -3.12022 9.10229 -4.25409 0.17
H -3.04453 9.35763 -2.54580 0.22
H -5.00058 6.13296 -3.96644 0.21
H -4.25760 7.22662 -5.08036 0.17
C 2.69937 -6.72499 -2.62223 0.50
O 1.84994 -7.57181 -2.37271 -0.71
N 2.55353 -5.41656 -2.29146 0.26
N 3.87011 -7.02653 -3.25794 -0.36
H 3.24113 -4.70293 -2.48877 0.09
H 1.70563 -5.15292 -1.82292 0.08
H 4.01659 -7.98395 -3.51982 0.24
H 4.57668 -6.34763 -3.47005 0.16
C 2.05702 -2.60045 -4.25358 0.48
O 2.85395 -2.98545 -3.41129 -0.47
N 0.74250 -2.95891 -4.23368 -0.29
N 2.41693 -1.78150 -5.28298 -0.47
H 0.07164 -2.65617 -4.91431 0.19
H 0.44413 -3.56436 -3.48916 0.19
H 3.37879 -1.49865 -5.32812 0.23
H 1.77990 -1.45493 -5.98456 0.14
C 5.96739 7.19951 0.72828 0.67
O 4.75083 7.12977 0.85995 -0.71
N 6.76268 6.09597 0.66143 -0.36
N 6.62124 8.38682 0.63831 -0.43
H 7.75864 6.13308 0.55429 0.18
H 6.31338 5.20127 0.72491 0.19
H 6.06496 9.22145 0.68403 0.22
H 7.61431 8.46936 0.53037 0.16
C -5.32402 -5.18315 4.73468 0.66
O -4.34869 -4.50291 4.45547 -0.67
N -6.45059 -4.65311 5.28331 -0.40
N -5.36664 -6.53233 4.52315 -0.36
H -7.26159 -5.19182 5.52177 0.16
H -6.45471 -3.66400 5.45463 0.23
H -4.55163 -6.96010 4.12640 0.18
H -6.15692 -7.10734 4.74688 0.17
```

The calculation puts the total energy at -107413.1733 eV. As for the frontier orbital gap: 6.7 eV. The multiplicity is 1. The total charge is +1. The calculation puts the HOMO energy at -0.381 hartree. The LUMO energy is -3.68 eV.

Record 2
A molecular structure, C27H33F7N4OPSTi in a non-equilibrium geometry, computed with ωB97M-V/def2-TZVPD.

Structure (XYZ):
```
75
Properties=species:S:1:pos:R:3:mulliken_charge:R:1
Ti -0.27333 0.78141 -1.32205 -0.34
C -0.54053 -2.83799 2.10525 -2.01
C 0.22707 -1.50759 2.10425 1.71
C 1.32947 -1.61469 3.16655 -1.46
C -0.69063 -0.33799 2.40035 1.16
C -1.60393 -0.49109 3.43075 -0.35
C -2.50863 0.50111 3.75485 -1.63
C -2.44863 1.70151 3.07595 -0.96
C -1.52903 1.93051 2.06105 0.02
C -1.48573 3.35321 1.53755 0.45
C -0.08393 3.96161 1.49525 -1.37
C -2.21813 3.42841 0.19985 -1.42
C -0.68063 0.87101 1.65465 -0.98
N 0.24217 0.98741 0.57515 2.89
C 1.54687 1.06851 0.98985 1.18
C 1.95517 1.42411 2.29515 -1.19
C 3.29317 1.54911 2.60805 -0.55
C 4.28057 1.32051 1.65915 -0.82
C 3.91987 0.97491 0.35995 -1.01
C 2.58457 0.86941 0.06845 -0.53
F 2.15957 0.56641 -1.22955 -0.10
H 0.03397 -3.59379 1.57235 0.34
H -1.52193 -2.73679 1.65085 0.36
H -0.68033 -3.19039 3.12265 0.64
H 0.69367 -1.36579 1.11915 -0.74
H 0.89127 -1.63389 4.16065 0.33
H 2.02327 -0.78149 3.11675 0.21
H 1.88577 -2.53819 3.02435 0.50
H -1.62153 -1.41279 3.98625 0.45
H -3.22813 0.35651 4.54405 0.43
H -3.10973 2.50281 3.36865 0.50
H -2.05473 3.96031 2.24945 0.70
H 0.57887 3.41071 0.83445 -0.09
H 0.35157 3.97351 2.49275 0.36
H -0.14153 4.99051 1.14775 0.49
H -1.72363 2.79991 -0.54395 0.27
H -2.23423 4.45501 -0.15275 0.49
H -3.24233 3.08801 0.32685 0.37
H 1.20507 1.63651 3.04125 0.44
H 3.56837 1.82391 3.61425 0.51
H 5.31997 1.42531 1.91875 0.45
H 4.66167 0.80241 -0.40155 0.56
N 1.14637 1.18291 -5.09135 -0.34
C 0.91007 1.36701 -3.80795 0.70
O 0.38517 0.47571 -3.09705 -0.24
C 1.29287 2.64101 -3.12645 -1.14
C 0.39737 2.74671 -1.88125 -0.91
H 0.89397 0.30871 -5.53445 0.25
H 1.54947 1.90801 -5.66705 0.26
H 1.19317 3.50811 -3.78865 0.61
H 2.35167 2.55711 -2.85375 0.25
H -0.49243 3.30181 -2.20155 0.92
H 0.91367 3.36301 -1.14065 0.48
N -0.37883 -6.59929 -1.15665 -0.29
C 0.19277 -5.79339 -2.04625 0.42
S 0.90157 -6.38009 -3.42655 0.08
C 0.16597 -4.33809 -1.80615 1.16
C 1.19177 -3.50729 -2.26055 -0.99
C 1.15237 -2.15489 -1.96875 -0.98
N 0.16147 -1.57129 -1.28835 1.44
C -0.85003 -2.35649 -0.90805 -0.69
C -0.88683 -3.72399 -1.12895 -1.31
H -0.38473 -7.59669 -1.31625 0.23
H -0.77073 -6.27159 -0.28765 0.21
H 2.01817 -3.91609 -2.82095 0.44
H 1.96867 -1.52189 -2.29095 0.44
H -1.67193 -1.88689 -0.38615 0.71
H -1.73873 -4.29349 -0.79455 0.64
F -1.90563 -0.69809 -2.79465 -0.30
P -3.10303 0.27481 -2.24505 1.47
F -3.89603 0.22201 -3.56835 -0.27
F -2.09683 1.52041 -2.73835 -0.31
F -2.00653 0.39181 -0.74725 -0.54
F -3.74443 -0.95949 -1.51335 -0.36
F -3.99033 1.32751 -1.49965 -0.32
```

The calculation puts the total energy at -98796.9140 eV. As for the frontier orbital gap (spin up / spin down): 5.2 / 2.8 eV. The multiplicity is 2. The total charge is +2. The calculation puts the HOMO energy (spin up / spin down) at -0.472 / -0.472 hartree. The LUMO energy (spin up / spin down) is -7.67 / -10.08 eV.